{"formula": "C28H41N4O2PdSSb", "method": "the ωB97M-V functional and the def2-TZVPD basis", "lumo_energy_ev": -0.03, "homo_energy_ev": -6.5276, "relative_energy_ev": 0.046, "total_energy_ev": -60609.6601, "homo_lumo_gap_ev": 6.50, "largest_force_ha_per_bohr": 0.0083, "symbols": ["C", "H", "C", "C", "N", "N", "H", "H", "H", "S", "H", "H", "C", "H", "C", "H", "H", "H", "Sb", "C", "C", "C", "H", "H", "H", "H", "C", "C", "C", "H", "C", "H", "H", "N", "C", "H", "C", "C", "H", "C", "H", "H", "H", "H", "C", "C", "H", "H", "H", "C", "C", "N", "H", "H", "H", "O", "H", "H", "C", "H", "C", "C", "H", "H", "H", "H", "C", "C", "H", "C", "C", "Pd", "H", "H", "C", "O", "H", "H"], "xyz": [[2.1096, 4.3664, -1.6004], [-0.1706, 0.2712, 4.2007], [1.0362, 3.2688, 0.2193], [4.2259, -0.8020, -2.8747], [1.5680, -2.1044, 2.8249], [2.7085, -0.2850, -0.6061], [1.4583, 5.9828, -2.8112], [-4.3842, 0.5382, 1.1588], [-3.9492, -3.9238, 5.1614], [2.2961, 0.4846, 3.1387], [0.4241, 3.2780, 1.1119], [3.4837, 6.1125, -3.9360], [3.6800, 0.4535, -2.6497], [2.7897, 6.3760, -1.7156], [-2.9798, -2.6313, 1.3821], [0.5079, -0.1092, -2.3579], [0.8522, -2.6001, 2.3001], [5.1715, -2.1447, -4.2496], [-1.3773, -0.2776, 0.1736], [2.4002, 5.6091, -2.3939], [-3.2648, -1.8938, 4.9528], [-3.3956, 1.1567, -1.7180], [-2.0488, -1.7525, -1.9883], [-4.2630, 0.7966, -1.1593], [-1.7738, 2.7428, 0.9235], [-0.0155, -3.2191, -2.2699], [2.3362, 2.0118, -1.1874], [1.1472, -0.7852, 3.1442], [-0.7876, -2.9850, 4.3329], [3.3087, 3.0825, -2.7938], [5.0353, -1.0668, -4.1201], [-3.4712, 2.3123, 0.8002], [-0.1711, -1.1560, -3.6060], [0.0868, -0.6948, 4.0634], [-2.5848, 2.5665, 0.2176], [4.4128, -2.7864, -2.0551], [-2.1979, -1.0679, 4.6497], [-4.0861, -0.3884, 1.6480], [-2.4147, -2.5461, 2.3132], [-0.1935, -2.6426, -1.3557], [0.1784, -3.4247, 4.1425], [6.0253, -0.6219, -4.0121], [3.8352, 1.2271, -3.3881], [3.0480, -2.2292, -0.0553], [4.0089, -1.7896, -1.9271], [-3.1149, -3.2747, 4.9316], [-4.2228, -1.4528, 5.1990], [-1.7241, -4.8768, 4.6246], [-2.7949, 3.5080, -0.3006], [-0.9411, -1.5945, 4.3236], [2.9321, 0.6793, -1.4981], [1.5247, 2.0778, -0.1304], [-4.9985, -0.9229, 1.9325], [0.7763, -2.3262, -0.9672], [-3.9352, -3.1068, 1.6255], [4.4777, -0.4720, -5.2791], [-3.5606, -0.1341, 2.5712], [-1.3822, 1.8274, -1.3782], [1.2925, 4.4303, -0.4791], [2.4028, -2.0318, 2.2558], [-1.8701, -3.8035, 4.6252], [-1.0612, -1.4227, -1.6496], [-0.6417, -3.3142, -0.6221], [0.8650, 5.3679, -0.1453], [-3.7097, 2.0562, -2.2582], [-2.3260, 0.0095, 4.6646], [3.2469, -1.4772, -0.8123], [-2.2321, 1.4711, -0.7858], [-2.4385, -3.3057, 0.7164], [-0.4200, -0.5523, -2.7261], [-3.2244, -1.2680, 0.7481], [0.8601, 0.3222, 1.2908], [-3.1405, 0.3969, -2.4595], [-3.7365, -1.4074, -0.2100], [2.6442, 3.1402, -1.9469], [3.3280, 5.3167, -3.4209], [3.5920, -0.8267, -5.4113], [-1.0722, 0.2576, -3.0566]]}